(1)
Below is a structure of composition C24H47BiN3O2P2 in a non-equilibrium geometry, with properties calculated with the ωB97M-V functional and the def2-TZVPD basis.

```
79
Properties=species:S:1:pos:R:3:lowdin_charge:R:1
C -2.72919 1.72305 -2.91914 -0.141
C -2.11796 0.59526 -3.70668 -0.272
N -1.61345 -0.44418 -3.02115 -0.001
C -1.35849 -1.61689 -3.72013 -0.329
C -1.18916 -1.55300 -5.12870 0.024
C -1.50619 -0.39440 -5.80486 0.003
C -2.03589 0.68559 -5.08950 0.034
C -1.37707 -2.83654 -3.03010 -0.180
P -1.39970 -3.02280 -1.27481 0.727
H -2.34442 1.62424 -5.55382 0.139
H -0.88996 -2.46359 -5.64772 0.135
H -1.39130 -0.32800 -6.88386 0.134
C -0.71080 2.51236 -1.83039 -0.085
C -2.86146 2.70503 -0.70116 -0.074
H -1.28231 -3.73481 -3.64924 0.110
H -3.79898 1.53183 -2.74500 0.139
H -2.65504 2.66007 -3.49831 0.145
C 0.09571 -3.95984 -0.79790 -0.230
C -2.78851 -4.15972 -0.90097 -0.220
H 0.06531 -4.21081 0.27365 0.055
H 0.14775 -4.89099 -1.38761 0.069
H 0.99905 -3.36294 -0.99883 0.050
H -3.09295 -4.02052 0.14463 0.041
H -3.65332 -3.98799 -1.56091 0.057
H -2.46848 -5.20155 -1.04862 0.073
H -2.97384 3.73260 -1.09243 0.110
H -3.86056 2.25271 -0.60661 0.099
H -2.38710 2.74459 0.28863 0.074
H -0.81005 3.60835 -1.93869 0.113
H -0.09123 2.28105 -0.95907 0.020
H -0.22125 2.09469 -2.71752 0.100
C -2.90038 -1.71847 1.67221 -0.075
O -3.35455 -1.86048 2.71040 0.115
Bi -1.57645 -0.41218 -0.49915 1.567
O -4.30823 -1.26818 -1.77766 -0.105
H -3.89792 -2.17782 -1.83734 0.002
H -4.29975 -1.00800 -2.71907 0.058
N -2.03823 1.88262 -1.61795 -0.403
C 2.88143 1.33464 -0.66656 -0.088
C 2.56297 1.73161 0.78912 -0.588
C 3.87871 1.80604 1.58953 -0.071
C 1.94230 3.13858 0.76862 -0.084
P 1.32745 0.48919 1.50405 0.915
N 0.28404 0.20417 0.30886 -0.492
C 2.20959 -1.10420 1.97443 -0.600
C 3.08865 -0.94995 3.22889 -0.063
C 1.16872 -2.21191 2.22207 -0.100
C 3.07392 -1.53454 0.77728 -0.086
C 0.49815 1.20248 3.02866 -0.603
C -0.15597 0.10159 3.88113 -0.082
C 1.50261 1.95794 3.92304 -0.065
C -0.62571 2.14812 2.57755 -0.094
H 3.32229 2.20566 -1.17420 0.098
H 1.96644 1.04081 -1.19240 0.048
H 3.60045 0.51256 -0.74179 0.068
H 4.48012 2.63861 1.19149 0.105
H 3.71672 2.02076 2.65111 0.069
H 4.48637 0.90121 1.48538 0.071
H 1.00410 3.16893 0.20345 0.051
H 1.77044 3.56303 1.76388 0.068
H 2.65208 3.80622 0.25466 0.103
H 2.50414 -0.71698 4.12463 0.065
H 3.59812 -1.90812 3.41397 0.106
H 3.86962 -0.19447 3.10092 0.068
H 0.39393 -2.17563 1.44670 0.023
H 1.67534 -3.18839 2.16325 0.097
H 0.69197 -2.15510 3.20668 0.069
H 2.47263 -1.56961 -0.14151 0.067
H 3.94201 -0.88252 0.62204 0.066
H 3.46049 -2.54631 0.97494 0.099
H 0.57569 -0.54375 4.38340 0.071
H -0.74656 0.59505 4.66910 0.105
H -0.85070 -0.50754 3.28767 0.053
H 1.90361 2.85390 3.44446 0.065
H 0.96853 2.28612 4.82704 0.105
H 2.32967 1.31774 4.25247 0.072
H -0.26463 2.97579 1.95727 0.064
H -1.39980 1.60404 2.01425 0.043
H -1.08365 2.58388 3.47988 0.105
```

Net charge: +2
HOMO energy (spin up / spin down) (eV): -13.79 / -13.78
DFT total energy (eV): -58618.098
2S+1: 2
E_LUMO (spin up / spin down) (eV): -6.161 / -8.086
Orbital gap (spin up / spin down) (eV): 7.6 / 5.7
ΔE to the lowest compared entry with this formula, charge and spin (kJ/mol): 0.0

***

(2)
Below is an isolated molecule of C3H12N3O2PSi in a non-equilibrium geometry, with properties calculated with the ωB97M-V functional and the def2-TZVPD basis.

```
22
Properties=species:S:1:pos:R:3:lowdin_charge:R:1
C -0.20914 -2.45811 -0.19635 -0.263
C -2.06117 0.48351 -1.53623 -0.145
C -1.34599 1.19735 1.43927 -0.166
N 1.74400 1.10406 -0.99883 -0.183
N -0.07724 -1.12408 0.28570 -0.188
N 2.42355 0.62943 1.49503 -0.042
O 3.59534 -0.70586 -0.47125 -0.285
O 0.44199 1.45716 -0.75961 -0.269
Si -0.74436 0.36365 -0.16654 0.326
P 2.37526 -0.06758 -0.00470 0.674
H 0.02361 -2.59313 -1.25857 0.064
H 0.43610 -3.11711 0.39120 0.061
H -1.24537 -2.77335 -0.03652 0.071
H -2.48688 -0.48758 -1.75299 0.016
H -2.87655 1.12920 -1.22472 0.023
H -1.65940 0.88177 -2.46173 0.022
H -1.30415 2.27778 1.36068 0.023
H -2.37203 0.91191 1.63868 0.021
H -0.76187 0.90034 2.30435 0.013
H 1.87613 0.84558 -1.97767 0.117
H 2.64103 -0.01795 2.23896 0.071
H 1.58715 1.16299 1.69184 0.043
```

HOMO energy (spin up / spin down) (eV): -8.57 / -8.58
DFT total energy (eV): -29037.312
2S+1: 1
E_LUMO (spin up / spin down) (eV): -0.649 / -0.649
Orbital gap (spin up / spin down) (eV): 7.9 / 7.9
ΔE to the lowest compared entry with this formula, charge and spin (kJ/mol): 139.5

***

(3)
Below is an isolated molecule of C4H6O in a non-equilibrium geometry, with properties calculated with the ωB97M-V functional and the def2-TZVPD basis.

```
11
Properties=species:S:1:pos:R:3:lowdin_charge:R:1
C 1.90467 0.30453 0.02104 -0.013
C 0.72717 -0.08254 -0.38936 -0.211
C -0.52282 0.14709 0.38380 -0.183
C -1.78241 -0.42575 -0.19568 -0.278
H 2.77778 0.18025 -0.60805 0.055
H 2.04574 0.74578 1.03058 0.079
H 0.61523 -0.47980 -1.40402 0.103
H -0.46659 -0.27924 1.39826 0.135
H -0.74531 1.22143 0.57410 0.141
H -1.67813 -1.15627 -1.06819 0.133
O -2.87534 -0.17547 0.25752 0.038
```

HOMO energy (eV): -9.99
DFT total energy (eV): -6291.429
2S+1: 1
E_LUMO (eV): 0.978
Orbital gap (eV): 11.0
ΔE to the lowest compared entry with this formula, charge and spin (kJ/mol): 47.2

***

(4)
Below is a cluster of 2 separate species, C3H4OS in total in a non-equilibrium geometry, with properties calculated with the ωB97M-V functional and the def2-TZVPD basis.

```
9
Properties=species:S:1:pos:R:3:lowdin_charge:R:1
C -1.82488 -0.03762 0.16453 -0.066
C -0.72805 -0.71962 -0.11880 -0.034
C 1.02134 0.42384 -0.08794 -0.273
O 3.55368 0.52091 -0.01558 -0.588
S 2.40486 -0.41647 0.03221 0.855
H -2.68382 -0.43480 -0.20684 0.015
H -1.83848 1.03969 0.48051 0.080
H -0.70906 -1.74360 -0.38564 0.042
H 0.80441 1.36768 0.13754 -0.030
```

HOMO energy (eV): -9.52
DFT total energy (eV): -16053.551
2S+1: 1
E_LUMO (eV): -0.283
Orbital gap (eV): 9.2
ΔE to the lowest compared entry with this formula, charge and spin (kJ/mol): 439.8